No. 1
The following is a quantum chemistry calculation of a molecular structure, C7H8N3 in a non-equilibrium geometry, from the Open Molecules 2025 dataset.

XYZ file:
```
18
Properties=species:S:1:pos:R:3:forces:R:3
C 1.375859 -1.347168 1.051275 -0.179 1.739 -0.135
C 0.424737 -1.677857 0.139405 0.375 -0.010 0.439
C 2.060954 0.928088 -0.028130 1.160 0.878 0.656
C 0.680547 0.361361 -1.600085 -2.189 -0.704 0.076
C 1.262382 0.102486 0.640503 -0.854 -1.258 0.045
C -1.267140 0.247860 0.059865 -1.643 3.062 1.364
C 0.073587 -0.204430 -0.378965 1.005 -3.074 2.200
N 1.649967 1.114676 -1.318746 1.109 1.033 -2.202
N -1.333007 1.558193 0.401515 0.284 -0.087 0.096
N -2.360225 -0.526280 0.159434 2.352 -0.867 -1.162
H 2.179852 -1.738548 1.735713 -1.423 -0.103 -0.947
H -0.007251 -2.640461 -0.130138 0.288 0.219 -0.260
H 3.021976 1.358330 0.189026 0.185 -0.164 0.492
H 0.203319 0.138787 -2.538299 0.340 0.667 -0.658
H -0.470625 2.145730 0.336466 -1.044 -1.007 0.144
H -2.155226 2.061267 0.800732 0.820 -1.010 -0.688
H -2.190708 -1.421964 -0.302588 -0.588 0.150 0.625
H -3.149005 -0.460073 0.783015 -0.001 0.537 -0.086
```
Positions in Å, forces in eV/Å.

Output
relative energy (zero: lowest compared OMol25 entry of this formula, charge and spin) = 2.173 eV
E = -435.43341 Ha
net charge = +1
largest force on an atom = 0.07607 hartree/bohr
orbital gap = 8.77 eV
2S+1 = 1


No. 2
The following is a quantum chemistry calculation of a molecular structure, C39H43N3O2P2S2Sc, from the Open Molecules 2025 dataset.

XYZ file:
```
92
Properties=species:S:1:pos:R:3:forces:R:3
Sc -1.638919 0.502750 -1.487007 -0.355 -0.347 0.064
C 4.836453 -0.917410 3.021476 -0.053 -0.207 0.052
S 5.184027 0.781213 2.543886 0.086 0.048 -0.079
C 3.691310 1.632892 3.113705 -0.106 0.077 0.139
C 2.634132 1.845411 2.037830 0.050 0.094 0.033
C 2.062972 0.531627 1.542957 -0.050 -0.166 -0.014
N 0.972259 0.681097 0.566670 0.207 -0.134 0.107
P 1.178326 0.730950 -1.125521 -0.278 0.038 -0.080
C 2.590395 -0.351394 -1.451363 0.223 0.125 -0.061
C 3.893549 0.109616 -1.244427 -0.004 -0.046 0.038
C 4.971866 -0.742866 -1.411806 0.007 0.022 0.020
C 4.764175 -2.058633 -1.801287 -0.057 -0.030 -0.020
C 3.474870 -2.522450 -2.020460 0.046 0.045 -0.009
C 2.394159 -1.670381 -1.847884 0.010 -0.064 0.030
C 1.811387 2.380934 -1.534193 0.038 0.058 0.157
C 2.453390 2.605192 -2.749585 0.020 -0.004 -0.080
C 2.838469 3.886895 -3.109777 0.004 0.040 0.011
C 2.589292 4.954290 -2.257853 -0.010 -0.023 0.023
C 1.945583 4.737256 -1.048051 0.011 -0.016 -0.026
C 1.549778 3.457025 -0.692451 -0.034 0.062 -0.031
P -0.637169 0.455310 1.038753 -0.064 -0.042 -0.151
C -0.878912 1.596310 2.410641 0.060 -0.095 0.228
C -1.387429 2.863038 2.133423 -0.077 0.042 -0.091
C -1.465647 3.817589 3.135966 0.009 -0.014 0.040
C -1.033212 3.516110 4.418904 -0.007 -0.005 -0.002
C -0.524002 2.256514 4.704625 -0.025 0.002 -0.061
C -0.445025 1.300721 3.704531 0.006 0.039 0.035
C -0.782798 -1.237900 1.627870 0.028 -0.131 -0.019
C -0.425455 -2.245120 0.564322 -0.007 0.107 -0.094
C -0.522955 -3.753058 0.906194 -0.035 -0.001 -0.019
C -1.342626 -4.023596 2.127489 0.022 -0.004 0.005
C -1.784507 -3.059761 2.933183 0.083 0.208 -0.056
C -1.478991 -1.638566 2.697085 -0.061 -0.130 0.074
H 5.702821 -1.512452 2.738426 0.052 0.038 0.000
H 3.968107 -1.335038 2.513648 -0.022 0.044 -0.030
H 4.701388 -1.005774 4.098882 0.008 0.047 0.007
H 4.016115 2.595384 3.510087 0.019 -0.002 -0.058
H 3.279532 1.077784 3.960832 0.019 -0.032 -0.002
H 3.073300 2.397525 1.204464 0.032 -0.041 -0.006
H 1.822737 2.466422 2.433648 0.046 -0.019 0.044
H 1.671169 -0.050971 2.385169 0.004 0.048 -0.001
H 2.847307 -0.081424 1.097460 0.053 0.048 -0.032
H 4.068088 1.133101 -0.940302 0.010 0.027 0.018
H 5.974021 -0.379185 -1.231187 0.022 0.014 -0.005
H 5.608418 -2.719719 -1.939393 0.028 -0.030 0.002
H 3.305812 -3.543621 -2.333710 0.000 -0.031 0.000
H 1.395564 -2.036916 -2.021041 -0.091 -0.010 -0.017
H 2.671688 1.781709 -3.419466 -0.022 -0.045 0.017
H 3.342354 4.052174 -4.052264 0.008 -0.005 -0.019
H 2.897930 5.952520 -2.535319 0.014 0.028 -0.015
H 1.749867 5.564327 -0.378839 -0.003 0.024 0.006
H 1.034341 3.296845 0.245530 -0.028 -0.006 -0.011
H -1.708828 3.113095 1.128381 0.013 -0.054 -0.008
H -1.867260 4.795914 2.915358 -0.008 0.059 -0.013
H -1.091907 4.262122 5.199055 -0.013 0.031 0.023
H -0.188260 2.019551 5.704493 0.020 -0.004 0.030
H -0.032593 0.327570 3.934147 0.002 -0.034 -0.011
H 0.533643 -2.021542 0.090252 -0.034 0.033 0.037
H 0.431474 -4.281800 0.967524 0.021 -0.021 -0.003
H -1.567195 -5.057281 2.361041 0.001 -0.070 -0.028
H -2.368784 -3.311251 3.807142 -0.034 0.010 0.040
H -1.866365 -0.922642 3.410701 0.008 0.016 0.010
C -2.819072 4.113049 -2.493104 -0.041 0.106 0.025
C -2.224296 2.782131 -2.203505 0.075 -0.165 -0.124
O -1.323261 2.626413 -1.320957 -0.309 0.350 -0.026
O -2.652635 1.741501 -2.817000 0.213 0.156 -0.171
H -2.110792 4.908974 -2.276791 0.007 -0.023 -0.008
H -3.688818 4.234177 -1.842459 0.012 0.004 -0.001
H -3.164257 4.151235 -3.522406 0.016 0.020 -0.018
S -4.015441 0.161666 -0.282203 0.238 -0.002 -0.033
C -4.806640 -1.074579 -1.145462 0.042 0.221 0.159
N -4.396074 -1.712909 -2.239471 -0.043 0.012 0.108
C -5.283856 -2.831789 -2.555019 -0.132 0.015 -0.040
C -6.544865 -2.476106 -1.743898 -0.015 -0.106 0.000
N -5.998223 -1.546276 -0.759792 0.124 0.032 -0.083
H -3.412353 -1.693961 -2.501376 0.021 -0.039 -0.017
H -4.843559 -3.774948 -2.226329 0.018 0.004 0.007
H -5.481353 -2.881085 -3.622974 0.007 -0.042 0.013
H -6.984146 -3.345060 -1.257828 -0.009 0.025 -0.052
H -7.302449 -1.987295 -2.359558 0.028 -0.004 -0.008
H -6.536239 -1.051766 -0.069249 -0.072 -0.042 -0.009
C -0.535538 -4.513828 -1.584961 -0.016 -0.036 0.019
C -0.363785 -3.803353 -2.699457 -0.061 0.132 0.014
C -0.826182 -2.404183 -2.832928 -0.003 -0.116 -0.049
C -1.369992 -1.698386 -1.824473 0.014 -0.026 0.060
C -1.540507 -2.445598 -0.515984 -0.018 0.000 0.255
C -1.306520 -3.979744 -0.421058 -0.021 -0.010 -0.034
H -0.170817 -5.533257 -1.532243 0.022 -0.043 0.028
H 0.152350 -4.252679 -3.538575 0.019 0.021 -0.060
H -0.639289 -1.935395 -3.797106 0.000 -0.011 0.003
H -2.494783 -2.192838 -0.038336 0.104 -0.046 -0.063
H -2.209857 -4.582144 -0.278079 -0.032 0.001 -0.029
```
Positions in Å, forces in eV/Å.

Output
E = -4066.41523 Ha
net charge = +1
largest force on an atom = 0.00973 hartree/bohr
orbital gap = 8.00 eV
2S+1 = 1